The following is a quantum chemistry calculation of a structure of composition C13H26AlFNO at a distorted geometry, from the Open Molecules 2025 dataset.

Geometry as XYZ:
```
43
Properties=species:S:1:pos:R:3:forces:R:3
C 0.542568 2.924111 0.677670 0.1 -1.2 1.7
C 0.451137 2.022191 1.742487 -1.2 1.1 -0.5
C -0.877619 1.799073 2.517165 1.9 1.3 0.3
Al -1.626728 -0.100851 2.432390 -1.0 -0.1 1.7
F -2.132752 -0.526274 4.178596 0.6 0.5 -1.9
C -0.296329 -1.537398 1.872471 0.8 0.0 0.3
C 0.593463 -1.207309 0.589337 -0.3 -0.9 -0.4
C 2.149502 -1.256254 0.851427 0.0 -0.6 -0.5
C 3.010100 -1.506158 -0.463658 0.4 1.9 0.6
C 3.074930 -0.117616 -1.260431 0.4 -1.4 -0.3
O 2.127093 -0.194391 -2.338238 0.5 1.5 0.3
C 1.912416 1.107794 -2.928569 -2.0 0.1 0.0
C 0.349346 1.382327 -2.813417 0.6 0.1 0.0
N -3.248675 -0.050979 1.422344 1.4 -1.3 -1.6
C -3.205803 -0.699483 0.319818 -0.6 -0.4 1.4
C -4.072432 -2.035031 0.203809 -0.5 1.0 -1.1
C -2.419253 -0.290222 -0.977476 -1.3 0.1 -0.3
H -0.050631 3.871486 0.784213 0.0 -1.4 -1.0
H 1.218417 2.707471 -0.182379 0.0 0.9 1.0
H 1.346102 1.448701 2.108420 -1.0 -0.1 -1.0
H -1.677298 2.487214 2.117062 0.8 -0.6 0.5
H -0.653403 2.016939 3.610734 -0.6 -0.3 -0.9
H 0.438469 -1.640829 2.736924 -0.9 0.1 -0.7
H -0.788005 -2.557088 1.797677 0.6 1.1 -0.1
H 0.266280 -0.254343 0.075504 0.6 -0.8 0.7
H 0.376793 -2.027537 -0.167496 0.3 0.9 0.6
H 2.540507 -0.306401 1.310169 -0.5 -0.9 -0.2
H 2.344014 -2.093923 1.575927 -0.2 0.7 -0.6
H 4.083067 -1.704284 -0.161810 -1.2 -0.2 -0.3
H 2.611479 -2.333830 -1.107566 0.4 0.9 0.6
H 4.093829 0.039182 -1.736133 -0.8 -0.1 0.7
H 2.875272 0.740947 -0.549973 0.0 -0.8 -0.8
H 2.437611 1.919222 -2.355099 -0.2 -0.8 -0.7
H 2.162860 1.099338 -4.021547 0.3 0.0 1.0
H -0.222993 0.697935 -3.500977 0.6 0.5 0.9
H 0.070142 2.437066 -3.079446 0.4 -0.8 0.2
H 0.083870 1.216255 -1.739313 0.0 0.1 -1.0
H -3.610132 -2.788300 -0.493301 -0.4 0.6 0.8
H -5.047675 -1.706686 -0.280423 0.9 -0.5 0.4
H -4.349748 -2.445263 1.204546 0.6 0.4 -0.8
H -1.567011 -0.964018 -1.244249 -0.6 0.6 0.5
H -3.158046 -0.364918 -1.838675 0.8 0.0 0.8
H -2.154734 0.792132 -0.888516 0.2 -1.0 0.0
```
Positions in Å, forces in eV/Å.

## Properties
Frontier orbital gap = 7.1 eV
Molecular weight = 258.34 u
DFT total energy = -26755.65307 eV
Charge = -1


The following is a quantum chemistry calculation of a structure of composition C14H26CdF6O7 at a distorted geometry, from the Open Molecules 2025 dataset.

Geometry as XYZ:
```
54
Properties=species:S:1:pos:R:3:forces:R:3
Cd -0.732393 0.828140 -0.390759 -1.6 -1.4 2.7
C 2.248513 -0.871852 -0.403427 0.3 0.7 2.4
O 2.520534 -1.387977 0.942351 0.1 1.3 -2.4
O 1.308082 0.188700 -0.253980 3.5 -2.3 -0.6
C 3.565447 -0.430567 -1.279751 0.1 0.4 3.3
F 4.466188 0.266242 -0.474295 -1.6 -0.8 -1.3
F 4.182281 -1.513577 -1.695512 0.0 -0.4 -0.2
F 3.197435 0.304161 -2.294431 -0.1 0.5 -0.5
C 3.213809 -2.630153 1.132345 0.6 -0.7 0.3
C 3.022243 -2.969215 2.622013 -0.1 -0.3 -0.6
H 3.284006 -2.176903 3.323314 -0.3 0.4 -0.5
H 1.973712 -3.255257 2.704911 0.1 0.0 0.6
H 3.654045 -3.783730 2.976252 -0.1 -0.3 -0.5
H 4.258953 -2.685202 0.827798 0.4 1.2 0.3
H 2.864251 -3.411083 0.457014 -1.0 -0.2 0.2
H 1.812896 -1.679461 -0.991732 -0.5 0.0 -0.4
C -3.186855 0.553273 0.870975 1.0 2.0 -2.0
O -1.933187 -0.120545 1.142206 -0.7 -2.2 2.3
O -2.765059 1.289464 -0.224643 -3.0 -0.5 1.3
C -4.450780 -0.388208 0.693414 1.6 0.7 -0.9
F -4.686373 -0.949440 1.846076 -0.7 -0.5 2.1
F -5.570409 0.180589 0.254745 0.4 0.5 0.1
F -4.163306 -1.388431 -0.126540 0.4 -0.8 -1.3
C -1.788296 -0.961467 2.306606 -0.6 -1.4 0.0
C -0.333023 -1.090161 2.573277 0.8 0.7 -0.1
H 0.109537 -0.132193 2.846309 -0.1 0.3 0.2
H -0.061958 -1.768024 3.382678 -0.2 -0.3 -0.3
H 0.170621 -1.303574 1.630454 0.2 -0.7 0.2
H -2.229303 -1.930048 2.071071 0.2 -0.3 -0.4
H -2.365622 -0.747895 3.206152 -0.1 1.3 -0.2
H -3.329023 1.089059 1.809490 -0.7 0.6 0.1
C -0.499572 3.171104 1.708850 -0.1 0.2 0.1
O -0.355600 2.717906 0.337615 0.9 2.0 2.2
C 0.156333 3.692993 -0.554751 0.7 -0.6 -0.9
C 0.607534 2.902405 -1.817366 -0.8 2.6 0.1
O -0.417589 1.941498 -2.083093 2.1 1.5 -2.2
C -0.147587 1.266077 -3.301971 1.0 -0.6 -0.2
C -0.770593 -0.122179 -3.202100 -2.0 0.2 -2.6
O -0.776302 -0.574821 -1.899605 0.4 -3.3 -0.3
C -1.245057 -1.940548 -1.707874 -0.8 -0.1 0.5
H -0.980468 4.148737 1.676143 0.2 0.0 0.2
H 0.437123 3.165521 2.266218 0.4 0.5 -0.5
H -1.101138 2.511749 2.334518 -0.5 -0.3 -0.8
H 1.055372 4.173561 -0.168895 -0.1 0.2 0.3
H -0.609952 4.437226 -0.771611 -0.1 -0.1 -0.1
H 1.668435 2.654504 -1.783903 -0.2 -1.6 0.5
H 0.662691 3.596210 -2.656241 -0.5 0.3 -0.2
H 0.917714 1.097727 -3.459741 0.4 0.3 0.5
H -0.407518 1.948501 -4.111188 -0.7 -0.6 -0.3
H -0.384171 -0.863760 -3.901275 1.0 0.1 0.1
H -1.792842 -0.097210 -3.579570 -0.5 0.4 0.4
H -2.302310 -2.078547 -1.934260 0.0 0.5 -0.8
H -1.298985 -2.167050 -0.643030 0.8 0.3 0.2
H -0.672486 -2.706267 -2.231251 0.3 0.4 -0.1
```
Positions in Å, forces in eV/Å.

## Properties
Frontier orbital gap (alpha / beta) = 9.7 / 4.7 eV
Molecular weight = 532.76 u
DFT total energy = -50128.91422 eV
Spin multiplicity = 2
Charge = +1


The following is a quantum chemistry calculation of a structure of composition C4H7NO2 at a distorted geometry, from the Open Molecules 2025 dataset.

Geometry as XYZ:
```
14
Properties=species:S:1:pos:R:3:forces:R:3
C 0.021642 0.190904 1.774416 0.2 -0.1 0.1
C -0.136020 0.176387 0.271468 0.8 0.5 0.0
C -1.467730 0.042884 -0.236295 0.4 1.1 -0.3
O -0.274700 1.514915 -0.257243 -4.0 -1.9 0.3
C 1.042299 -0.166866 -0.578920 0.8 -0.5 0.2
O 2.142335 0.104073 -0.140699 0.2 -0.3 -0.3
N 0.821602 -0.521369 -1.879071 0.2 -0.3 0.1
H -0.909661 -0.036925 2.308769 0.2 0.0 -0.3
H 0.807795 -0.488502 2.091834 0.0 0.0 0.1
H 0.310583 1.214396 2.017231 0.1 -0.2 0.2
H -1.725476 -0.271843 -1.243970 0.4 0.5 0.0
H -2.298267 -0.105881 0.476509 0.5 1.1 -0.3
H 1.662080 -0.629476 -2.422146 -0.1 -0.1 -0.1
H 0.003520 -1.022696 -2.181884 0.1 0.1 0.1
```
Positions in Å, forces in eV/Å.

## Properties
Frontier orbital gap (alpha / beta) = 9.2 / 9.2 eV
Relative energy (zero: lowest compared OMol25 entry of this formula, charge and spin) = 336.60 kJ/mol
Molecular weight = 101.10 u
DFT total energy = -9843.79103 eV
Charge = 0


The following is a quantum chemistry calculation of a structure of composition C31H41BN5O2SScSe, from the Open Molecules 2025 dataset.

Geometry as XYZ:
```
83
Properties=species:S:1:pos:R:3:forces:R:3
Sc -0.737322 0.136936 -0.439145 0.4 0.2 0.2
C 2.423073 0.643512 0.545060 0.0 0.0 0.0
C 2.124380 -0.011408 1.756648 0.0 0.0 0.0
C 1.483331 -1.240538 1.410988 -0.1 0.0 0.0
C 1.402233 -1.274600 -0.011245 0.0 -0.1 0.0
C 2.016926 -0.122701 -0.561138 -0.1 -0.1 -0.2
C 2.633263 -0.015098 -1.960343 0.0 0.0 0.0
C 2.302754 -1.236573 -2.821132 0.0 0.0 0.0
C 4.162179 0.013049 -1.783368 0.0 0.0 0.0
C 2.223224 1.253414 -2.716531 0.0 0.0 0.0
C 1.055686 -2.450318 2.252487 0.0 0.0 0.0
C 2.186377 -2.910983 3.188028 0.0 0.0 0.0
C -0.231332 -2.196779 3.049337 0.0 0.0 0.0
C 0.788147 -3.665006 1.347660 0.0 0.0 0.0
C 2.591647 0.616646 3.080030 0.0 0.0 0.0
C 4.018500 0.129371 3.397202 0.0 0.0 0.0
C 1.689855 0.384618 4.299984 0.0 0.0 0.0
C 2.672607 2.147859 2.935651 0.0 0.0 0.0
H 2.973128 1.571142 0.461675 0.0 0.0 0.0
H 1.082835 -2.125930 -0.592262 0.0 0.0 0.0
H 2.676057 -2.151494 -2.353157 0.0 0.0 0.0
H 2.784261 -1.133608 -3.798984 0.0 0.0 0.0
H 1.235178 -1.334132 -2.991303 -0.1 0.0 0.0
H 4.492536 -0.851856 -1.202595 0.0 0.0 0.0
H 4.481184 0.913499 -1.254203 0.0 0.0 0.0
H 4.659330 -0.008018 -2.759951 0.0 0.0 0.0
H 1.161081 1.239271 -2.954136 0.0 0.0 0.0
H 2.784586 1.328473 -3.654993 0.0 0.0 0.0
H 2.431782 2.146814 -2.123935 0.0 0.0 0.0
H 2.431959 -2.192750 3.962648 0.0 0.0 0.0
H 3.093937 -3.102708 2.609168 0.0 0.0 0.0
H 1.892494 -3.842653 3.683882 0.0 0.0 0.0
H -0.165632 -1.319602 3.686823 0.0 0.0 0.0
H -0.468663 -3.064130 3.676759 0.0 0.0 0.0
H -1.073741 -2.036968 2.374464 0.0 0.0 0.0
H 1.682261 -3.933128 0.778818 0.0 0.0 0.0
H -0.027464 -3.488389 0.648710 0.0 0.0 0.0
H 0.509939 -4.519528 1.973048 0.0 0.0 0.0
H 4.057322 -0.949814 3.534445 0.0 0.0 0.0
H 4.395639 0.608116 4.309294 0.0 0.0 0.0
H 4.687117 0.381797 2.570627 0.0 0.0 0.0
H 1.603963 -0.658064 4.587962 0.0 0.0 0.0
H 0.688177 0.768537 4.108832 0.0 0.0 0.0
H 2.107543 0.925290 5.156759 0.0 0.0 0.0
H 3.420586 2.454045 2.202474 0.0 0.0 0.0
H 2.957107 2.588107 3.896621 0.0 0.0 0.0
H 1.703194 2.557411 2.647435 0.0 0.0 0.0
B -2.390145 2.603656 -2.515630 0.0 0.0 0.0
N -1.154492 3.165256 -1.743125 0.0 0.0 0.0
C -0.751785 4.438033 -1.700755 0.0 0.0 0.0
C 0.343788 4.533782 -0.859613 0.0 0.0 0.0
C 0.538257 3.227387 -0.416097 0.0 0.0 0.0
N -0.362198 2.407660 -0.958815 0.0 0.0 0.0
N -3.318618 1.950047 -1.457791 0.0 0.0 0.0
C -4.593931 2.253869 -1.196040 0.0 0.0 0.0
C -5.040017 1.447612 -0.163350 0.0 0.0 0.0
C -3.933738 0.662181 0.155078 0.0 0.0 0.0
N -2.904296 0.969594 -0.631671 -0.1 0.0 -0.1
H -2.978752 3.557123 -2.982074 0.0 0.0 0.0
H -2.046062 1.811662 -3.351644 0.0 0.0 0.0
H -1.279567 5.186024 -2.268263 0.0 0.0 0.0
H 0.907370 5.413024 -0.599024 0.0 0.0 0.0
H 1.272719 2.832580 0.264147 0.0 0.0 0.0
H -5.090623 3.022295 -1.764694 0.0 0.0 0.0
H -6.014191 1.432793 0.293826 0.0 0.0 0.0
H -3.824590 -0.101686 0.908094 0.0 0.0 0.0
O -1.031971 -1.084199 -4.414102 0.0 0.0 0.0
C -1.434107 -0.908057 -3.273827 0.0 0.0 0.0
O -0.759422 -0.264030 -2.371966 -0.1 -0.1 0.0
C -2.798732 -1.427236 -2.883645 0.0 0.0 0.0
C -3.759995 -1.404091 -3.891948 0.0 0.0 0.0
C -5.051620 -1.850641 -3.675709 0.0 0.0 0.0
C -5.384395 -2.357745 -2.425225 0.0 0.0 0.0
C -4.435513 -2.401136 -1.420882 0.0 0.0 0.0
C -3.128614 -1.932609 -1.615474 0.0 0.0 0.0
S -2.008427 -2.078125 -0.260978 0.0 0.0 0.1
H -3.459322 -1.019953 -4.858225 0.0 0.0 0.0
H -5.788888 -1.802176 -4.468544 0.0 0.0 0.0
H -6.390043 -2.713519 -2.228199 0.0 0.0 0.0
H -4.691075 -2.790744 -0.443105 0.0 0.0 0.0
Se -1.077963 1.546426 2.079896 -0.1 0.0 0.0
C -2.252379 0.628344 3.140668 0.0 -0.1 0.0
N -2.989889 0.075467 3.843606 0.0 0.0 0.0
```
Positions in Å, forces in eV/Å.

## Properties
Frontier orbital gap = 6.5 eV
Relative energy (zero: lowest compared OMol25 entry of this formula, charge and spin) = 53.16 kJ/mol
Molecular weight = 682.50 u
DFT total energy = -141924.67169 eV
Charge = -2


The following is a quantum chemistry calculation of a structure of composition C3H10N4 at a distorted geometry, from the Open Molecules 2025 dataset.

Geometry as XYZ:
```
17
Properties=species:S:1:pos:R:3:forces:R:3
C 1.139064 0.495407 -0.596890 0.7 -0.4 -3.1
C 1.181787 -1.612127 -1.946822 2.0 1.0 -3.1
C -1.038669 1.934121 1.931524 -4.6 0.5 0.9
N 0.879864 1.117990 0.418662 -2.0 0.3 3.9
N 0.397416 -0.562665 -1.336270 -0.9 -1.4 0.7
N -0.822594 -0.593531 -1.328951 -0.5 1.2 1.5
N -0.554803 0.667703 1.559163 2.3 -2.4 -4.4
H 2.075650 0.789753 -1.146170 -0.8 -0.2 0.5
H 0.617548 -2.530434 -1.910752 0.2 -0.4 0.3
H 1.192933 -1.298394 -3.099152 0.3 -0.7 2.2
H 2.261045 -1.599406 -1.585899 -1.6 -0.3 -0.3
H -1.688732 2.283923 1.005089 1.5 -0.1 2.3
H -1.763682 1.800892 2.899545 1.4 0.1 -2.3
H -0.265024 2.552282 2.286997 1.0 1.0 0.0
H -1.182699 0.123900 0.905857 0.5 0.8 1.1
H -1.311287 -1.436676 -1.687806 0.8 0.2 -0.6
H -0.006157 -0.004744 2.121323 -0.3 0.9 0.5
```
Positions in Å, forces in eV/Å.

## Properties
Frontier orbital gap (alpha / beta) = 9.2 / 9.2 eV
Relative energy (zero: lowest compared OMol25 entry of this formula, charge and spin) = 699.41 kJ/mol
Molecular weight = 102.14 u
DFT total energy = -9209.65662 eV
Charge = +2